1.
{
  "formula": "C32H27MoN5O4",
  "method": "the ωB97M-V functional and the def2-TZVPD basis",
  "energy_ha": -1877.9984,
  "homo_lumo_gap_ev": [6.098, 6.096],
  "total_charge": 2,
  "homo_ev": [-13.06, -13.06],
  "lumo_energy_ev": [-6.96, -6.96],
  "max_force_ev_per_a": 1.5,
  "e_above_lowest_kcal_mol": 8.7,
  "elements": ["H", "H", "H", "C", "C", "C", "H", "H", "Mo", "H", "C", "H", "H", "N", "C", "H", "N", "C", "C", "C", "C", "C", "C", "H", "C", "H", "H", "O", "H", "C", "C", "N", "H", "H", "H", "O", "C", "C", "H", "C", "H", "H", "O", "C", "C", "C", "N", "C", "H", "H", "C", "H", "C", "H", "C", "C", "C", "C", "N", "H", "H", "C", "H", "C", "H", "C", "C", "C", "O"],
  "positions_angstrom": [[-3.84102, -1.45063, 4.18917], [-3.40222, 0.26116, 4.40554], [-0.48702, -1.19054, 3.43991], [4.03353, -1.91191, 3.23598], [-3.05048, -4.21390, -3.01828], [-1.10399, -1.03000, 2.57225], [3.69300, -2.06815, -5.09341], [-2.33321, -1.19151, 5.93140], [0.07484, 0.54717, -1.13673], [-3.50188, -5.05827, -3.49487], [-3.01511, -0.71281, 4.14551], [-2.73474, 3.10906, -0.00124], [-0.32225, 6.65598, 3.03540], [-1.33211, -0.67967, 0.23254], [-0.55141, -1.04311, 1.30563], [3.91753, -3.35631, 4.55651], [1.45887, -0.29696, 0.17774], [-0.57200, 4.43893, -0.10071], [-2.05210, -2.02876, -3.16800], [2.01658, 0.39031, -3.45078], [-3.21981, -0.26374, 1.67028], [0.94341, -1.10918, 1.15596], [2.88836, -0.18604, -4.41907], [-2.22794, 5.07718, 2.86004], [1.76759, -1.74619, 2.08570], [4.69744, -0.23017, 1.15264], [4.34942, -1.05440, 3.85340], [-1.96064, -1.07778, 5.02391], [-1.79562, -1.13993, -3.74418], [-1.49945, 5.18528, 2.03300], [0.42491, 5.44002, -0.03572], [0.91219, 2.04893, -2.27374], [-3.20722, -0.01417, -0.46795], [3.13992, 0.54513, -0.64960], [1.25256, 6.99489, 1.16894], [3.30188, -2.85841, 3.97978], [-2.70308, -3.08429, -3.76122], [2.77263, -0.05536, 0.16941], [1.32156, -2.40893, 2.80845], [-0.98048, -0.93524, -1.29989], [4.92477, -2.33365, 2.77998], [-3.12755, -5.08372, -1.03869], [-0.99928, 2.19768, -0.71348], [2.34266, -2.36337, -3.46796], [-2.44478, -0.68612, 2.75401], [3.65521, -0.54981, 1.14956], [0.63539, 3.32889, -1.89217], [0.48153, 6.22447, 1.07733], [1.00998, -2.29452, -1.83998], [2.48108, -3.44173, -3.37180], [-0.34703, 3.31506, -1.00377], [2.25967, 2.60061, -3.73023], [3.01489, -1.58355, -4.40907], [3.45683, 0.47500, -5.09132], [-0.43267, 6.07879, 2.10521], [-1.72133, -2.07609, -1.81945], [-2.64016, -0.30569, 0.43514], [-1.59303, 4.36484, 0.90494], [1.33241, -0.38093, -2.55941], [-4.24836, 0.08190, 1.75976], [-1.97380, -3.19939, 0.03945], [1.51974, -1.72216, -2.57964], [-2.96711, -3.03728, -4.78805], [1.74498, 1.79419, -3.22167], [1.19015, 5.46746, -0.81108], [-2.19751, -3.15456, -1.03564], [3.14859, -1.39946, 2.12001], [-2.83658, -4.23215, -1.64178], [-2.74110, 3.61756, 0.81604]],
  "atomic_forces_ev_per_a": [[0.2, 0.3, -0.2], [-0.3, 0.5, 0.0], [0.0, -0.2, 0.0], [-0.4, 0.1, -0.2], [0.2, 0.6, 0.3], [-0.3, 0.0, -0.5], [0.1, 0.1, -0.2], [0.5, 0.1, -1.0], [-0.7, 0.9, 0.7], [-0.3, -0.3, -0.2], [0.5, -0.8, 0.2], [0.1, -0.1, -0.1], [0.0, -0.1, -0.6], [-0.3, 0.1, 0.4], [0.4, 0.4, 0.0], [-0.6, 0.4, -0.4], [0.2, -0.7, 0.8], [-0.5, -0.2, 0.0], [0.3, 0.4, -0.4], [0.2, -0.5, -0.2], [0.3, -0.3, -0.2], [0.3, 0.2, 0.1], [-0.6, -0.1, 0.9], [0.5, 0.2, -0.8], [0.2, 1.1, -0.7], [-0.3, -0.2, -0.1], [-0.1, -0.1, -0.1], [-0.8, -0.1, 1.0], [0.0, -0.2, 0.1], [0.3, -0.1, 0.1], [-0.3, -0.9, 0.0], [-0.2, -0.3, -0.6], [0.6, -0.3, 0.5], [0.0, 0.1, 0.0], [-0.2, -0.4, 0.0], [0.7, -0.4, 0.4], [-0.2, -0.7, 0.6], [0.7, -0.5, 0.5], [0.2, -0.1, 0.2], [-0.9, -0.8, 0.4], [0.2, -0.2, 0.0], [-0.1, 0.1, -0.1], [0.0, -0.6, -0.6], [0.2, 0.4, -0.1], [-0.2, 0.1, 0.6], [-0.9, 0.4, -0.5], [-0.6, 0.3, 0.4], [0.8, 1.3, 0.1], [-0.3, -0.2, 0.4], [0.0, 0.4, -0.3], [0.9, 0.5, 0.3], [-0.1, 0.0, -0.1], [0.4, 0.7, -0.2], [-0.4, -0.5, 0.3], [-0.8, -0.2, 1.1], [-0.4, -0.1, 0.4], [0.0, 0.4, -0.7], [-0.3, 0.5, -0.3], [0.4, -0.8, -0.3], [0.3, -0.1, 0.1], [-0.2, 0.1, -0.5], [0.2, 0.3, -0.2], [-0.1, 0.0, -0.8], [0.7, 0.2, -0.3], [-0.3, 0.1, 0.2], [0.7, 0.0, 0.1], [-0.7, -0.4, 0.3], [0.4, 0.4, 0.0], [0.8, 0.1, 0.1]],
  "lowdin_charge": [0.157, 0.140, 0.131, -0.196, -0.036, 0.091, 0.120, 0.135, 1.595, 0.112, -0.172, 0.086, 0.126, -0.069, -0.096, 0.127, -0.067, -0.085, -0.039, -0.222, 0.054, -0.145, 0.038, 0.136, 0.092, 0.141, 0.148, -0.062, 0.124, 0.005, -0.014, -0.167, 0.168, 0.120, 0.121, -0.049, -0.045, -0.063, 0.130, -0.265, 0.137, 0.117, -0.214, -0.016, -0.104, 0.038, 0.099, -0.083, 0.100, 0.131, -0.373, 0.147, -0.022, 0.136, -0.051, -0.261, -0.011, -0.227, -0.067, 0.151, 0.117, -0.116, 0.109, -0.025, 0.121, -0.024, -0.128, -0.049, 0.063]
}



2.
{
  "formula": "C32H27N3O4Pt",
  "method": "the ωB97M-V functional and the def2-TZVPD basis",
  "energy_ha": -1820.1649,
  "homo_lumo_gap_ev": 6.283,
  "total_charge": 0,
  "homo_ev": -7.27,
  "lumo_energy_ev": -0.98,
  "max_force_ev_per_a": 1.4,
  "e_above_lowest_kcal_mol": 0.0,
  "elements": ["C", "H", "H", "C", "C", "H", "O", "C", "C", "N", "H", "O", "H", "C", "N", "H", "C", "C", "C", "H", "H", "N", "H", "C", "C", "C", "H", "C", "H", "H", "C", "C", "H", "C", "O", "H", "H", "C", "H", "C", "H", "C", "O", "Pt", "H", "H", "C", "C", "C", "C", "C", "H", "H", "H", "H", "H", "H", "C", "C", "C", "C", "C", "C", "C", "H", "C", "H"],
  "positions_angstrom": [[0.95441, -3.54952, 0.99967], [2.19281, -0.53946, -6.54620], [2.30515, -0.70773, -3.99211], [-3.65699, 0.87339, 2.31434], [1.15898, 3.82672, 1.01514], [2.04645, -3.02543, -1.43113], [0.64661, 1.17291, 1.68483], [2.02867, 1.38040, -4.48831], [-4.11190, -2.26496, 6.24833], [-0.97801, -2.42617, 1.86890], [-4.03057, -3.06680, 6.97173], [0.43501, 0.56689, -0.43480], [2.65855, -4.60018, 0.23068], [1.51910, -5.79453, 1.59844], [1.50083, 2.13810, -2.25157], [3.60981, 0.48887, -6.71007], [-5.08556, -0.18762, 5.57171], [1.50184, 3.12999, -1.28002], [-4.40036, 0.85681, 3.43652], [2.25839, 0.67337, -7.82943], [-0.00143, 4.30934, -6.00811], [-1.81136, -2.34306, 2.78993], [0.87094, 3.54889, 2.02047], [1.95510, 5.40575, -0.58190], [2.51977, 0.47430, -6.79072], [-4.31460, -0.20807, 4.39432], [-1.30217, -4.77140, 3.17647], [-3.34981, -2.30158, 5.10631], [-5.57837, -1.17057, 7.39993], [-5.75695, 0.64782, 5.73898], [2.83734, 0.24632, -3.90906], [2.20755, -2.27491, -0.65973], [1.54526, 5.88517, 1.47965], [1.79452, -4.64025, 0.87782], [-2.13131, -0.09931, 0.88171], [1.15879, 1.25003, -1.91109], [-2.66857, -3.12193, 4.93017], [0.57112, 3.49295, -5.58346], [3.78204, 0.13035, -4.44363], [1.54555, 5.11811, 0.71611], [2.12729, -1.27932, -1.08108], [1.41535, 2.32413, -3.65385], [1.17462, -2.35969, 0.32743], [-0.39280, -1.00236, 0.68836], [2.29574, 6.40364, -0.83397], [2.29155, 4.66509, -2.55787], [0.72172, 1.46083, 0.49565], [0.41320, -5.84887, 2.43328], [-0.16191, -3.59819, 1.82672], [1.94521, 4.43133, -1.56104], [-2.61461, -1.26395, 2.93858], [2.17606, -6.64869, 1.50096], [0.19927, -6.74796, 2.99673], [3.18124, -2.40417, -0.19253], [3.06424, 0.42314, -2.85945], [0.18900, 4.08032, -3.55773], [-3.72047, 1.68182, 1.59697], [-4.98855, -1.19712, 6.49269], [-3.43068, -1.27022, 4.15058], [-0.42625, -4.75234, 2.54170], [1.13321, 2.82602, 0.04508], [1.16366, 2.55243, -6.41422], [1.88545, 1.49393, -5.87753], [0.68578, 3.37497, -4.21029], [1.05931, 2.63463, -7.49085], [-2.73023, -0.17865, 2.01742], [-5.08302, 1.67624, 3.63747]],
  "atomic_forces_ev_per_a": [[0.3, 0.0, -0.2], [0.0, 0.0, 0.0], [0.0, 0.0, 0.0], [-0.1, 0.0, -0.1], [0.1, 0.0, 0.0], [0.0, 0.0, 0.0], [0.1, 0.6, 0.1], [0.1, 0.0, 0.0], [0.0, 0.0, 0.0], [0.8, 0.0, -0.3], [0.0, 0.0, 0.0], [-0.3, -0.2, 0.7], [0.0, 0.0, 0.0], [0.0, 0.0, 0.0], [0.1, 0.3, -0.2], [0.0, 0.0, 0.0], [0.0, 0.1, 0.0], [0.0, -0.1, -0.3], [-0.1, 0.0, 0.2], [0.0, 0.0, 0.0], [0.0, 0.0, 0.0], [-0.8, -0.2, 0.4], [0.0, 0.0, 0.0], [0.0, 0.0, 0.0], [0.0, 0.1, 0.0], [-0.1, 0.1, 0.0], [0.0, 0.0, 0.0], [0.0, 0.0, -0.1], [0.0, 0.0, 0.0], [0.0, 0.0, 0.0], [0.0, 0.0, -0.1], [0.0, 0.1, -0.1], [0.0, 0.0, 0.0], [0.1, 0.0, 0.0], [0.6, 0.7, 0.3], [-0.1, 0.0, 0.0], [0.0, 0.0, 0.0], [0.0, 0.0, 0.0], [0.0, 0.0, 0.0], [0.0, 0.0, 0.0], [0.0, 0.1, 0.0], [0.0, 0.0, 0.2], [0.0, 0.1, 0.3], [-0.2, -0.8, -1.2], [0.0, 0.0, 0.0], [0.0, 0.0, 0.0], [0.0, -0.1, -0.1], [0.0, 0.0, 0.0], [-0.2, 0.1, -0.1], [0.0, 0.0, 0.0], [-0.2, 0.3, 0.2], [0.0, 0.0, 0.0], [0.0, 0.0, 0.0], [0.0, 0.0, 0.1], [0.0, 0.0, 0.0], [0.0, 0.0, 0.0], [0.0, -0.1, 0.0], [0.0, -0.1, 0.0], [0.2, 0.0, -0.1], [-0.2, -0.1, 0.1], [0.0, -0.1, -0.1], [0.0, 0.0, 0.0], [0.0, 0.0, 0.0], [0.0, 0.0, 0.0], [0.0, 0.0, 0.1], [-0.3, -0.5, 0.1], [0.0, 0.0, 0.0]],
  "lowdin_charge": [-0.206, 0.081, 0.086, 0.009, -0.027, 0.110, -0.006, -0.163, -0.078, -0.144, 0.102, -0.221, 0.111, -0.068, 0.090, 0.081, -0.038, -0.178, -0.004, 0.073, 0.102, 0.107, 0.116, -0.086, -0.053, -0.172, 0.111, -0.029, 0.101, 0.112, -0.040, -0.017, 0.097, -0.009, -0.165, 0.094, 0.097, -0.081, 0.077, -0.095, 0.078, -0.186, -0.256, 1.288, 0.102, 0.108, -0.571, -0.073, -0.160, -0.035, -0.126, 0.109, 0.108, 0.108, 0.067, 0.113, 0.125, -0.087, -0.098, -0.004, -0.071, -0.061, -0.237, -0.035, 0.105, -0.307, 0.120]
}



3.
{
  "formula": "C32H28BrF3N4O4RuSi",
  "method": "the ωB97M-V functional and the def2-TZVPD basis",
  "energy_ha": -5014.0739,
  "homo_lumo_gap_ev": [7.387, 7.191],
  "multiplicity": 2,
  "total_charge": 1,
  "homo_ev": [-10.84, -10.84],
  "lumo_energy_ev": [-3.45, -3.65],
  "max_force_ev_per_a": 1.0,
  "e_above_lowest_kcal_mol": 0.0,
  "elements": ["H", "F", "H", "N", "O", "H", "N", "C", "C", "C", "C", "N", "Si", "H", "H", "C", "H", "C", "C", "H", "H", "H", "H", "C", "H", "C", "O", "H", "C", "C", "H", "H", "C", "C", "H", "C", "C", "C", "Ru", "H", "O", "F", "C", "H", "H", "H", "C", "C", "H", "C", "C", "C", "H", "C", "N", "Br", "O", "H", "C", "H", "H", "H", "C", "H", "C", "H", "C", "C", "F", "C", "C", "C", "H", "C"],
  "positions_angstrom": [[-0.13603, -3.32539, -5.33347], [-1.29501, 5.74591, 1.82282], [1.06523, -5.31950, 2.37125], [2.71154, 0.21616, -5.35887], [2.28035, 1.32005, 6.53844], [3.19152, 2.53685, -3.18287], [0.30243, 1.48658, 2.94780], [0.66478, -4.03207, 4.03919], [2.37613, -1.18044, -3.35873], [-2.90564, 0.23678, 2.10900], [2.26753, 0.96451, 4.23693], [-0.08634, 1.40796, -1.25536], [-0.62721, -0.95259, 0.79637], [1.94025, -2.45755, -1.70577], [0.98916, -1.43858, -6.43057], [2.10313, -0.87349, -4.68973], [0.94670, -4.77068, 4.77818], [1.60564, 1.39587, 5.38979], [1.20040, -1.66167, -5.39124], [-1.31897, 2.29071, 3.93461], [0.42098, -3.64728, 0.69284], [-0.23052, 2.23715, 6.16446], [-0.42330, -3.81225, -1.83717], [-4.21268, 0.70027, 2.17927], [0.39157, 1.31521, -5.08484], [-0.13500, -1.83187, 3.49917], [-1.44100, 3.00419, 0.68243], [-0.65708, -4.60890, -3.39033], [-3.26832, -0.46045, -0.15702], [0.08828, -4.15375, -2.73976], [-2.08130, 1.05400, -1.59060], [0.17103, -2.53990, 5.49932], [-0.49169, 3.84411, 0.71083], [0.26003, 1.34240, -4.01248], [-0.48633, -0.86461, 3.83743], [-0.07773, -2.12333, 2.13223], [0.79038, -3.01536, -3.42684], [1.54632, 1.05333, 3.08051], [-0.13199, 1.32198, 0.86427], [1.75772, 1.65506, 7.27710], [0.70282, 3.52539, 0.85137], [-1.88039, 5.50953, -0.25463], [-2.39350, -0.32717, 0.93778], [-5.24261, -0.16063, -0.92722], [-2.91327, -0.92488, -1.07065], [3.27917, 0.58887, 4.27277], [-0.97930, 1.13996, -3.44104], [1.71443, -2.22826, -2.74251], [-2.29184, 0.27816, 2.99870], [-5.04683, 0.57213, 1.08267], [3.21124, 1.38702, -4.83370], [0.29885, 1.87994, 5.29112], [-0.38615, -1.58121, -0.52466], [1.11205, 1.63978, -1.80866], [2.64218, 1.82203, -3.63387], [2.18924, 0.52862, 1.36348], [4.09264, 2.01995, -5.36444], [-4.58003, 1.14759, 3.09369], [-0.88364, 5.33044, 0.61200], [0.79369, -4.93342, -2.44597], [1.92303, 1.87973, -1.13281], [-6.06977, 0.92111, 1.13387], [1.34166, 1.60616, -3.17634], [-1.84703, 0.95795, -4.05918], [-4.57805, -0.02921, -0.08333], [3.01371, 0.06183, -6.30792], [-1.12135, 1.18047, -2.06675], [0.23053, -2.77606, 4.44432], [0.14885, 6.07964, 0.23928], [0.73008, -4.34111, 2.68951], [-0.31484, 1.90824, 4.05795], [0.36305, -3.39189, 1.74545], [3.11442, -0.60784, -2.81359], [0.56203, -2.72234, -4.76529]],
  "atomic_forces_ev_per_a": [[0.0, 0.0, 0.0], [0.0, 0.0, -0.1], [0.0, 0.0, 0.0], [0.0, 0.1, 0.0], [0.0, 0.0, 0.0], [0.0, 0.1, 0.0], [-0.2, -0.2, 0.0], [0.0, 0.0, 0.0], [0.1, -0.1, -0.1], [0.0, 0.0, 0.1], [-0.1, 0.0, -0.1], [0.3, -0.2, 0.0], [-0.6, 0.1, 0.1], [0.0, 0.0, 0.0], [0.0, 0.0, 0.0], [0.0, 0.0, 0.0], [0.0, 0.0, 0.0], [0.0, 0.0, 0.1], [0.0, 0.0, 0.0], [0.0, 0.0, 0.0], [0.0, 0.0, 0.0], [0.0, 0.0, 0.0], [0.0, 0.0, 0.0], [0.1, 0.0, 0.0], [0.0, 0.0, 0.0], [0.0, 0.0, 0.0], [0.0, -0.2, 0.2], [0.0, 0.0, 0.0], [0.1, 0.0, 0.0], [0.0, 0.0, 0.0], [0.0, 0.0, 0.0], [0.0, 0.0, 0.0], [0.0, -0.1, 0.0], [0.0, 0.1, 0.0], [0.0, 0.0, 0.0], [0.1, 0.0, -0.1], [0.0, 0.0, 0.0], [0.1, 0.0, 0.2], [0.5, 0.7, -0.4], [0.0, 0.0, 0.0], [-0.2, 0.1, -0.2], [0.0, 0.0, 0.0], [-0.1, -0.3, -0.2], [0.0, 0.0, 0.0], [0.0, 0.0, 0.0], [0.0, 0.0, 0.0], [0.0, 0.0, 0.0], [0.0, 0.0, 0.0], [0.1, 0.1, 0.0], [0.0, 0.0, -0.1], [-0.1, 0.0, 0.1], [0.0, 0.0, 0.0], [0.0, 0.0, 0.0], [-0.1, 0.0, 0.0], [0.0, -0.1, -0.1], [0.1, -0.2, 0.1], [0.0, 0.0, 0.0], [0.0, 0.0, 0.0], [0.0, 0.0, 0.0], [0.0, 0.0, 0.0], [0.0, 0.0, 0.0], [0.0, 0.0, 0.0], [0.0, 0.0, 0.1], [0.0, 0.0, 0.0], [-0.1, 0.1, 0.1], [0.1, 0.0, 0.0], [-0.1, 0.1, 0.1], [0.0, 0.0, 0.0], [0.0, 0.0, 0.0], [0.0, 0.0, 0.0], [0.0, 0.1, -0.1], [0.1, 0.0, 0.0], [0.0, 0.0, 0.0], [0.0, 0.0, 0.0]],
  "lowdin_charge": [0.116, 0.158, 0.111, 0.137, 0.123, 0.159, -0.108, -0.067, -0.026, -0.113, 0.018, -0.075, 0.623, 0.109, 0.120, -0.265, 0.111, -0.286, -0.019, 0.133, 0.083, 0.132, 0.057, -0.062, 0.132, -0.110, -0.067, 0.079, -0.131, -0.046, 0.095, 0.108, -0.549, 0.022, 0.078, -0.332, -0.277, -0.640, 0.883, 0.133, -0.018, 0.172, -0.329, 0.112, 0.098, 0.139, -0.005, -0.045, 0.074, -0.054, -0.524, 0.038, -0.004, -0.076, 0.140, 0.986, 0.097, 0.111, -0.563, 0.088, 0.086, 0.113, -0.224, 0.122, -0.062, 0.159, -0.111, -0.070, 0.175, -0.067, -0.085, -0.106, 0.118, -0.032]
}